[1]
DFT (wB97M-V/def2-TZVPD) results for an isolated molecule of C33H57N3O9.

```
102
Properties=species:S:1:pos:R:3
C -3.10599 -3.71397 3.01705
H -3.11490 -2.74844 3.51310
H -4.11708 -3.95061 2.69023
H -2.79164 -4.46884 3.73344
C -2.14104 -3.68814 1.83346
C -0.72248 -3.35889 2.28636
H -0.02906 -3.43588 1.45291
H -0.41027 -4.06110 3.05616
H -0.68367 -2.35234 2.69101
H -2.13222 -4.68602 1.37680
C -2.64996 -2.70982 0.75573
N -1.86719 -2.77938 -0.47326
C -0.97320 -1.80847 -0.69105
O -0.83358 -0.88370 0.10026
C -0.12412 -1.82920 -1.96260
H -0.13420 -2.81011 -2.44816
C -0.58474 -0.72771 -2.92673
C -2.01253 -0.99426 -3.39155
H -2.07484 -1.92817 -3.94912
H -2.68944 -1.02914 -2.54254
H -2.33578 -0.18505 -4.03987
C 0.37288 -0.63604 -4.11042
H 1.38337 -0.43247 -3.76712
H 0.06274 0.16778 -4.77264
H 0.37521 -1.56777 -4.67439
H -0.57413 0.21501 -2.37418
O 1.22105 -1.54364 -1.56736
C 1.77634 -2.42083 -0.74457
O 1.24444 -3.44999 -0.40330
C 3.14366 -1.93078 -0.28774
N 2.95046 -0.65335 0.38579
C 3.50666 0.43578 -0.18734
O 4.23272 0.35681 -1.16082
C 3.17243 1.78902 0.45536
H 3.13164 1.71778 1.54782
C 4.19088 2.87540 0.07702
C 5.59237 2.44477 0.50661
H 6.30040 3.24218 0.29601
H 5.90474 1.55704 -0.03347
H 5.61625 2.23626 1.57479
C 3.83421 4.19735 0.75317
H 3.88135 4.09106 1.83543
H 2.83321 4.52677 0.48953
H 4.53682 4.97011 0.45086
H 4.16881 2.99244 -1.01006
O 1.85888 2.11622 -0.02920
C 0.92959 2.47702 0.84889
O 1.12623 2.57115 2.03412
C -0.36861 2.83422 0.12681
N -1.54209 2.22007 0.72720
C -2.37533 1.55778 -0.10751
O -2.18612 1.51855 -1.31128
C -3.58710 0.84243 0.51809
C -4.93942 1.27364 -0.07906
C -5.14128 2.77325 0.11788
H -6.13698 3.05981 -0.21165
H -5.03645 3.04788 1.16565
H -4.41422 3.33076 -0.46584
C -5.07599 0.89201 -1.54940
H -4.28797 1.35759 -2.13268
H -6.04263 1.21680 -1.92805
H -4.99853 -0.18553 -1.66441
H -5.70885 0.73696 0.49006
H -3.61595 0.99680 1.59924
O -3.42406 -0.56181 0.29005
C -2.73318 -1.24475 1.21400
O -2.46205 -0.82222 2.30792
C -1.74382 2.34154 2.15724
H -0.92126 2.91191 2.57592
H -1.74874 1.35874 2.63245
H -2.67832 2.86230 2.37988
H -0.30954 2.43250 -0.89011
C -0.45054 4.38350 0.03794
C -1.88580 4.85564 -0.17616
H -2.50722 4.65359 0.69130
H -1.89328 5.92814 -0.35722
H -2.31360 4.35639 -1.04236
C 0.41518 4.86085 -1.12694
H 0.52580 5.94270 -1.10040
H -0.05328 4.58498 -2.06914
H 1.40317 4.41000 -1.10111
H -0.07410 4.80874 0.97548
C 1.99650 -0.64377 1.47589
H 0.98956 -0.39872 1.12726
H 1.96984 -1.63606 1.92145
H 2.27861 0.06496 2.25169
H 3.73742 -1.69718 -1.18185
C 3.89372 -2.97031 0.56063
C 5.10120 -2.32680 1.23690
H 5.67736 -3.08111 1.76690
H 5.74198 -1.85951 0.49268
H 4.79404 -1.56639 1.95003
C 4.33531 -4.12631 -0.33399
H 3.47531 -4.59086 -0.80806
H 4.84895 -4.88077 0.25677
H 5.01455 -3.77139 -1.10606
H 3.21568 -3.36844 1.32243
C -1.99806 -3.96881 -1.28497
H -2.23831 -3.71078 -2.31653
H -1.07755 -4.55653 -1.25596
H -2.80904 -4.57484 -0.88839
H -3.68189 -2.98181 0.49135
```

Output
E   -58047.429 eV
ΔE to the lowest compared entry with this formula, charge and spin   0.0000 eV
HOMO   -9.15 eV
Multiplicity   1
LUMO   0.66 eV



[2]
DFT (wB97M-V/def2-TZVPD) results for C33H58Br12O19S3 as an isolated structure in a non-equilibrium geometry.

```
125
Properties=species:S:1:pos:R:3
O 3.68187 -25.60700 8.49372
C 4.33150 -24.72465 7.85738
O 3.84399 -24.15216 6.76355
C 4.61954 -23.24659 6.02672
C 5.88730 -23.16183 6.90473
C 5.69402 -24.14171 8.09892
H 4.13466 -22.28143 5.88025
H 4.76478 -23.82223 5.11259
H 5.86728 -22.19808 7.41355
H 6.74770 -23.26919 6.24420
H 5.76966 -23.58928 9.03551
H 6.50308 -24.86916 8.16486
O 5.32334 -14.31152 8.33353
C 6.47537 -14.20669 8.66902
O 7.30931 -13.23486 8.17666
C 8.52557 -13.10595 8.89286
C 8.38341 -13.99250 10.12127
C 7.20214 -14.93597 9.80141
H 8.69630 -12.10157 9.28038
H 9.44331 -13.41557 8.39287
H 8.06782 -13.39725 10.97811
H 9.24455 -14.61410 10.36652
H 6.58765 -15.19055 10.66494
H 7.43170 -15.87257 9.29330
O 11.81078 -22.25754 10.41986
C 11.36938 -22.77576 11.41934
O 10.04736 -22.96969 11.65972
C 9.78125 -23.39689 13.01373
C 11.11580 -23.78243 13.59458
C 12.14323 -23.29536 12.56314
H 9.06431 -24.21333 13.10044
H 9.38236 -22.63099 13.67886
H 11.27217 -24.86026 13.55070
H 11.36236 -23.37394 14.57460
H 12.79680 -24.14140 12.35064
H 12.71534 -22.47029 12.98745
O 3.23300 -17.89384 3.12463
C 3.85345 -17.78367 4.18479
O 3.56928 -18.55788 5.21577
C 4.50679 -18.44969 6.31938
C 5.12630 -17.07050 6.10469
C 5.02630 -16.91183 4.58923
H 5.16928 -19.28733 6.10128
H 4.16418 -18.50568 7.35262
H 6.11522 -17.06588 6.56309
H 4.61577 -16.24189 6.59547
H 6.00120 -17.16634 4.17343
H 4.85406 -15.85390 4.39121
O 2.95215 -18.37056 13.64162
C 2.95289 -18.02049 12.48793
O 2.91036 -16.75557 12.13849
C 2.86870 -16.46863 10.71742
C 3.44359 -17.84680 10.12231
C 3.04939 -18.84613 11.21438
H 3.54236 -15.66452 10.42132
H 1.83518 -16.20695 10.49054
H 4.50427 -17.81947 9.87271
H 2.92848 -18.03953 9.18123
H 3.77203 -19.61070 11.49952
H 2.13156 -19.40439 11.02992
O 6.74463 -20.73097 9.07613
S 7.41230 -19.47111 9.45611
O 7.12987 -18.17143 8.82584
O 7.10515 -19.20504 11.09352
C 7.16294 -20.32162 11.97294
C 6.72108 -19.82162 13.41364
C 9.21679 -19.75530 9.44964
H 8.17666 -20.72098 12.00441
H 6.45430 -20.96218 11.44796
H 6.74454 -20.70478 14.05206
H 5.77415 -19.28179 13.41009
H 7.47538 -19.10895 13.74718
H 9.63837 -19.23158 10.30760
H 9.65748 -19.18702 8.63052
H 9.40125 -20.82239 9.57368
O 4.97775 -22.85891 12.41889
S 3.64780 -22.74736 11.81272
O 3.49288 -21.85920 10.65061
O 3.14890 -24.25357 11.28919
C 2.89327 -25.21084 12.34161
C 3.39917 -26.44810 11.57331
C 2.40368 -22.30878 13.08967
H 1.83092 -25.36123 12.53369
H 3.55635 -25.13641 13.20352
H 4.47262 -26.44630 11.38410
H 2.83601 -26.67736 10.66866
H 3.17507 -27.30639 12.20672
H 2.62650 -22.72154 14.07359
H 1.37815 -22.46913 12.75702
H 2.54902 -21.23137 13.16820
O 13.05781 -23.99255 4.79699
S 12.27198 -22.89355 5.39723
O 11.66438 -21.80270 4.56121
O 11.20994 -23.56316 6.42382
C 10.07259 -22.83745 6.84262
C 9.44200 -23.38393 8.07105
C 13.39548 -22.06244 6.59000
H 9.29852 -22.81333 6.07559
H 10.30785 -21.78299 6.98710
H 9.15802 -24.43492 8.01744
H 8.52543 -22.80310 8.17418
H 10.05278 -23.41793 8.97322
H 13.89749 -21.20006 6.15138
H 14.13630 -22.77947 6.94377
H 12.87543 -21.64781 7.45356
C 9.08023 -18.09800 5.14588
Br 8.53909 -17.92384 3.20715
Br 8.20682 -19.59765 6.16894
Br 8.88914 -16.33984 5.91853
H 10.16705 -18.17290 5.10967
C 12.58809 -17.29306 8.15556
Br 10.86881 -16.59031 8.88890
Br 12.38241 -19.11865 7.51855
Br 14.07128 -17.19221 9.50958
H 12.75786 -16.61083 7.32260
C 8.01135 -15.73237 13.77512
Br 6.11383 -15.16363 13.38482
Br 9.10943 -14.04155 13.76533
Br 8.67194 -16.94728 12.35146
H 8.05787 -16.22283 14.74743
C 6.47798 -24.35750 14.92477
Br 6.35242 -26.17325 14.03476
Br 8.19354 -24.38109 15.90484
Br 4.98916 -23.88584 16.12347
H 6.51520 -23.53231 14.21360
```

Output
E   -947074.484 eV
HOMO   -9.79 eV
Multiplicity   1
LUMO   -1.05 eV